Arrangement i

{
  "formula": "C3H5FOS",
  "method": "ωB97M-V/def2-TZVPD",
  "gap_ev": 9.06,
  "homo_energy_ev": -9.59,
  "symbols": ["C", "C", "C", "O", "F", "S", "H", "H", "H", "H", "H"],
  "xyz": [[0.821, -1.554, 0.691], [3.383, 0.435, 2.318], [0.019, -0.563, 0.413], [2.566, 1.927, 0.649], [-1.274, -0.566, 0.534], [2.366, 1.688, 2.068], [1.859, -1.441, 0.536], [0.391, -2.463, 1.078], [3.398, 0.016, 3.302], [4.212, 0.013, 1.607], [0.238, 0.457, 0.108]]
}

---

Arrangement ii

{
  "formula": "C3H5FOS",
  "method": "ωB97M-V/def2-TZVPD",
  "gap_ev": 9.19,
  "homo_energy_ev": -8.88,
  "symbols": ["C", "C", "C", "O", "F", "S", "H", "H", "H", "H", "H"],
  "xyz": [[1.379, -0.619, 0.177], [-1.586, 0.341, -1.369], [0.437, 0.500, 0.720], [-2.029, 1.164, -0.274], [-2.608, -0.496, -1.809], [-1.266, -0.133, 0.373], [1.084, -1.629, 0.528], [2.398, -0.340, 0.429], [0.455, 0.498, 1.827], [0.579, 1.415, 0.302], [1.155, -0.702, -0.904]]
}

---

Most favorable structure: arrangement i. The second most favorable one is 18.9 kcal/mol above it.

---

Arrangement i

{
  "formula": "C3H5FOS",
  "method": "ωB97M-V/def2-TZVPD",
  "gap_ev": 8.26,
  "homo_energy_ev": -9.27,
  "symbols": ["C", "C", "C", "H", "H", "H", "H", "H", "O", "F", "S"],
  "xyz": [[0.064, -0.664, -0.507], [-0.402, 0.733, -0.378], [-0.936, -0.452, 0.445], [1.632, -0.062, 1.672], [0.005, -1.156, -1.446], [-1.019, 1.046, -1.205], [1.388, 1.555, -0.080], [-0.689, -0.686, 1.406], [0.399, 1.718, 0.113], [-2.088, -0.998, 0.023], [1.645, -1.036, -0.044]]
}

---

Arrangement ii

{
  "formula": "C3H5FOS",
  "method": "ωB97M-V/def2-TZVPD",
  "gap_ev": 10.16,
  "homo_energy_ev": -9.51,
  "symbols": ["O", "C", "C", "S", "C", "F", "H", "H", "H", "H", "H"],
  "xyz": [[1.443, 1.086, -1.112], [1.184, 0.020, -0.687], [0.263, -0.315, 0.472], [-0.490, 1.211, 1.106], [-0.608, -1.508, 0.154], [-1.156, -1.506, -1.131], [1.767, -0.848, -1.190], [0.913, -0.791, 1.261], [0.474, 1.904, 0.499], [-0.098, -2.509, 0.298], [-1.391, -1.449, 0.882]]
}

---

Most favorable structure: arrangement ii. The second most favorable one is 76.9 kcal/mol above it.